{
  "formula": "C48H111Br18O28P7",
  "method": "ωB97M-V with the def2-TZVPD basis set",
  "gap_ev": [2.65, 6.46],
  "spin_multiplicity": 2,
  "mol_weight_g_mol": 2791.48,
  "s_squared": 0.76,
  "total_charge": -1,
  "homo_energy_ev": [-1.9468, -5.7612],
  "elements": ["C", "Br", "Br", "Br", "H", "C", "Br", "Br", "Br", "H", "C", "Br", "Br", "Br", "H", "C", "Br", "Br", "Br", "H", "C", "Br", "Br", "Br", "H", "C", "Br", "Br", "Br", "H", "C", "C", "O", "P", "O", "O", "C", "C", "O", "C", "C", "H", "H", "H", "H", "H", "H", "H", "H", "H", "H", "H", "H", "H", "H", "H", "C", "C", "O", "P", "O", "O", "C", "C", "O", "C", "C", "H", "H", "H", "H", "H", "H", "H", "H", "H", "H", "H", "H", "H", "H", "H", "C", "C", "O", "P", "O", "O", "C", "C", "O", "C", "C", "H", "H", "H", "H", "H", "H", "H", "H", "H", "H", "H", "H", "H", "H", "H", "C", "C", "O", "P", "O", "O", "C", "C", "O", "C", "C", "H", "H", "H", "H", "H", "H", "H", "H", "H", "H", "H", "H", "H", "H", "H", "C", "C", "O", "P", "O", "O", "C", "C", "O", "C", "C", "H", "H", "H", "H", "H", "H", "H", "H", "H", "H", "H", "H", "H", "H", "H", "C", "C", "O", "P", "O", "O", "C", "C", "O", "C", "C", "H", "H", "H", "H", "H", "H", "H", "H", "H", "H", "H", "H", "H", "H", "H", "C", "C", "O", "P", "O", "O", "C", "C", "O", "C", "C", "H", "H", "H", "H", "H", "H", "H", "H", "H", "H", "H", "H", "H", "H", "H"],
  "coordinates": [[5.119623, 2.312008, -1.621025], [5.545973, 2.131139, 0.331105], [6.655230, 1.873144, -2.769749], [4.493037, 4.144448, -1.917602], [4.250560, 1.693166, -1.844295], [2.819189, -2.057578, -4.764800], [1.949917, -3.800192, -4.569082], [4.219735, -2.299963, -6.141571], [3.629455, -1.444029, -3.009274], [2.047254, -1.335822, -5.031781], [-0.617535, -5.230023, -7.439918], [-0.451541, -6.325984, -8.986995], [-2.234410, -5.704509, -6.444020], [-0.677716, -3.324542, -7.985446], [0.262140, -5.331272, -6.804282], [1.798379, -8.787744, -1.228746], [2.200290, -6.886852, -1.819141], [1.121152, -9.936278, -2.657348], [0.558682, -8.722894, 0.313090], [2.742418, -9.257079, -0.951937], [-2.643634, -9.020218, -3.574993], [-1.627417, -7.348584, -3.612939], [-4.427167, -8.854132, -4.598909], [-2.698623, -9.661765, -1.562927], [-2.087713, -9.787220, -4.114216], [5.332256, -3.267630, -0.338595], [5.432174, -1.386214, 0.342669], [3.707115, -3.981347, 0.469022], [6.962950, -4.280425, -0.153003], [5.059547, -3.045420, -1.370276], [-0.507359, 9.630289, -2.640622], [-0.465160, 8.265950, -1.887464], [-1.791045, 7.881329, -1.667503], [-2.217053, 6.421272, -1.086684], [-2.655114, 6.473444, 0.362205], [-3.276459, 5.902420, -2.220843], [-3.891004, 4.703624, -1.968072], [-5.149276, 4.595595, -2.821060], [-0.853928, 5.444873, -1.453889], [0.182112, 5.586294, -0.522245], [0.249599, 4.343776, 0.305093], [-0.768425, 9.428940, -3.679575], [-1.167909, 10.390811, -2.224242], [0.472726, 10.103398, -2.579801], [-0.023389, 7.559031, -2.589746], [0.202850, 8.262025, -1.026153], [-3.206761, 3.926898, -2.309523], [-4.042667, 4.504447, -0.907209], [-5.774700, 5.487398, -2.861583], [-4.843318, 4.387172, -3.846264], [-5.691002, 3.724704, -2.452019], [0.983691, 5.764067, -1.239158], [0.113895, 6.451359, 0.137381], [0.827411, 4.444469, 1.223843], [-0.757231, 4.078837, 0.627900], [0.672097, 3.567531, -0.332900], [-2.193164, 3.979435, -7.736344], [-1.572757, 2.653908, -8.149993], [-0.192657, 2.653777, -7.852080], [0.400305, 1.549229, -6.782617], [0.082151, 0.134532, -7.243364], [-0.284257, 1.974475, -5.350102], [-0.211288, 3.294045, -4.822218], [0.812963, 3.342709, -3.691899], [1.959794, 1.860408, -6.655289], [2.801439, 1.772450, -7.778909], [4.157349, 1.223136, -7.256054], [-2.899310, 3.930240, -6.907473], [-1.402528, 4.650280, -7.400223], [-2.560321, 4.339156, -8.697540], [-2.000543, 1.734880, -7.749383], [-1.515259, 2.501523, -9.227754], [-0.037038, 3.977784, -5.653031], [-1.193605, 3.510326, -4.402263], [1.524362, 4.153102, -3.850923], [0.315885, 3.440643, -2.726805], [1.332546, 2.389193, -3.786503], [2.387450, 1.322555, -8.681287], [3.203465, 2.720429, -8.136427], [4.062920, 0.171881, -6.983943], [4.924439, 1.042442, -8.009058], [4.595343, 1.704591, -6.381718], [-0.781741, -5.273002, -1.120596], [-1.215057, -4.169850, -2.130106], [-0.333716, -3.088186, -2.044348], [-0.876995, -1.772214, -1.351985], [-1.617642, -2.020846, -0.086858], [0.463969, -0.899288, -1.195776], [1.193391, -1.040951, -0.061454], [2.152606, 0.126898, 0.410567], [-1.657999, -1.100199, -2.565479], [-1.031108, -0.791978, -3.849759], [-1.170904, -1.838850, -4.904724], [0.305638, -5.325485, -1.066216], [-0.963341, -5.018504, -0.076395], [-1.075172, -6.322462, -1.146040], [-1.374655, -4.523575, -3.148689], [-2.266321, -3.955308, -1.937944], [0.565453, -1.214863, 0.812347], [1.698269, -1.987257, -0.255634], [2.917990, 0.225243, -0.359261], [1.689572, 1.113351, 0.435268], [2.579301, -0.064697, 1.395114], [-1.408583, 0.076131, -4.390140], [-0.001797, -0.601641, -3.545807], [-0.390482, -1.722103, -5.656670], [-1.129541, -2.888413, -4.613529], [-2.082081, -1.850331, -5.502833], [9.310871, 0.448236, 3.547006], [8.101935, 0.781921, 2.687770], [7.429721, 1.915264, 3.285910], [6.187791, 1.666906, 4.329168], [5.883386, 0.188619, 4.542720], [6.467382, 2.561626, 5.641400], [7.119987, 3.828172, 5.661149], [8.696328, 3.708027, 5.703765], [5.017308, 2.477110, 3.495291], [3.728433, 2.434535, 4.088796], [2.698568, 2.989483, 3.115473], [9.730002, -0.441929, 3.077937], [10.158465, 1.131238, 3.603521], [8.942101, 0.104095, 4.513275], [8.356349, 1.178912, 1.705029], [7.518873, -0.120681, 2.504863], [6.704182, 4.463697, 4.879277], [6.862916, 4.131672, 6.675995], [9.127702, 3.182070, 6.555466], [9.140836, 3.206166, 4.844327], [8.990894, 4.750328, 5.826047], [3.347775, 1.496658, 4.493232], [3.836351, 3.184741, 4.872160], [3.013227, 3.992077, 2.825831], [2.513377, 2.394542, 2.221127], [1.764266, 3.139049, 3.656596], [-5.070915, -4.436786, -3.570679], [-6.284410, -3.591300, -3.856902], [-6.301420, -2.581005, -2.869797], [-7.648143, -2.174958, -2.046824], [-8.810623, -2.054714, -3.035074], [-7.650519, -3.330846, -0.822454], [-8.795420, -3.444804, -0.049339], [-8.686551, -2.941884, 1.426807], [-7.101635, -0.897106, -1.339133], [-6.116287, -0.795772, -0.263581], [-4.679375, -0.795799, -0.764909], [-4.131385, -3.926935, -3.783829], [-4.923793, -5.027534, -2.666539], [-5.129199, -5.185485, -4.360707], [-6.228409, -3.074047, -4.814719], [-7.103471, -4.310038, -3.831530], [-9.626424, -2.904790, -0.503119], [-9.150969, -4.468888, -0.163098], [-7.845068, -3.582361, 1.691004], [-8.425087, -1.897881, 1.599397], [-9.555496, -3.283980, 1.988954], [-6.358762, 0.098499, 0.310522], [-6.346539, -1.677152, 0.334967], [-4.373103, 0.193695, -1.104301], [-3.990071, -1.186427, -0.016339], [-4.504549, -1.425704, -1.637125], [0.518282, -4.185319, 1.587902], [0.033274, -5.051309, 2.754505], [-0.283117, -4.282242, 3.914595], [0.789522, -4.226279, 5.078142], [1.343385, -5.578656, 5.547608], [-0.094845, -3.344474, 6.078214], [-0.351838, -3.729697, 7.338701], [-1.817309, -3.198200, 7.573952], [1.828753, -3.071860, 4.546677], [2.999479, -2.817724, 5.310033], [2.794670, -2.330998, 6.770659], [-0.296931, -3.560222, 1.223499], [1.221446, -3.440326, 1.960244], [1.007678, -4.780486, 0.816948], [-0.869049, -5.643234, 2.601062], [0.795429, -5.808768, 2.937410], [-0.351087, -4.783167, 7.618568], [0.341512, -3.436817, 8.127113], [-1.743824, -2.117400, 7.453206], [-2.523224, -3.529280, 6.812271], [-2.094916, -3.245526, 8.626945], [3.562428, -3.750958, 5.325895], [3.398226, -2.093353, 4.599826], [2.125175, -3.105195, 7.145491], [3.636543, -2.361832, 7.462325], [2.251818, -1.389295, 6.851903], [-0.335562, -0.817728, 4.621639], [-0.154849, 0.468987, 3.824493], [0.122505, 1.628669, 4.572262], [-1.178524, 2.553919, 5.102354], [-2.035627, 3.142166, 4.080796], [-1.917210, 1.680476, 6.222212], [-3.033897, 2.269475, 6.828360], [-4.330421, 1.572268, 6.217671], [-0.374167, 3.629235, 6.148062], [-0.109779, 4.982715, 5.825330], [-1.348249, 5.842251, 6.160184], [0.563453, -1.170196, 5.127254], [-1.158657, -0.839374, 5.335875], [-0.482574, -1.714045, 4.019055], [0.686359, 0.375260, 3.137705], [-0.912935, 0.574642, 3.048447], [-2.953821, 2.111626, 7.903895], [-3.054746, 3.338071, 6.614412], [-5.110457, 1.544076, 6.978504], [-4.693597, 2.042779, 5.303990], [-4.033690, 0.553382, 5.968852], [0.706203, 5.342933, 6.451846], [0.210665, 5.004427, 4.783734], [-1.095381, 6.894704, 6.031773], [-2.240841, 5.590714, 5.587381], [-1.517725, 5.667763, 7.222695]],
  "forces_ev_per_a": [[0.379, 0.490, 0.743], [-0.278, 0.083, -1.284], [-0.941, 0.124, 0.660], [0.236, -0.475, -0.055], [0.490, -0.186, 0.009], [0.620, -0.949, 0.535], [0.210, 0.678, 0.241], [-0.717, 0.333, 0.795], [-0.616, -0.299, -1.281], [0.417, -0.004, -0.192], [-0.803, 0.833, 0.196], [0.209, -0.255, -0.165], [0.719, 0.392, -0.554], [0.157, -0.667, 0.192], [-0.310, -0.100, -0.128], [-0.436, 0.513, -0.171], [0.058, -1.732, 0.196], [0.195, 0.673, 0.503], [0.838, -0.070, -0.887], [-0.292, 0.462, 0.235], [-0.200, 0.080, 0.182], [0.521, 0.127, -0.180], [-0.480, 0.028, -0.514], [-0.009, -0.522, 0.694], [0.162, 0.018, -0.033], [-0.864, 1.259, 0.315], [0.539, -0.733, -0.216], [0.787, -0.351, -0.213], [-0.754, 0.371, -0.022], [0.496, -0.699, 0.077], [0.489, -0.491, 0.603], [0.820, 1.152, -1.771], [-1.465, -1.676, 1.015], [0.756, -0.232, 0.413], [0.942, -0.508, -3.230], [2.474, 3.194, 1.474], [-0.972, -2.256, -0.343], [0.373, -0.447, 0.042], [-4.442, 1.984, 0.113], [1.145, 0.242, 0.212], [0.334, -0.494, 0.091], [-0.032, 0.248, 0.057], [-0.353, -0.439, 0.172], [0.225, -0.212, -0.297], [0.175, -0.139, -0.021], [-0.536, 0.275, 0.420], [0.037, -0.376, 0.058], [-0.317, 0.370, 0.123], [0.049, -0.042, 0.460], [-0.075, -0.015, -0.075], [-0.329, 0.122, -0.169], [0.977, -0.201, 0.773], [-0.377, 0.215, -0.144], [0.284, 0.087, -0.177], [-0.045, -0.070, -0.136], [-0.096, -0.379, 0.334], [0.379, -0.303, -0.530], [0.199, -0.845, -0.335], [2.859, -0.845, 2.165], [-2.088, -1.462, -1.160], [0.675, 2.981, 1.520], [0.952, -1.546, -2.088], [-0.218, 0.561, 0.333], [0.032, -0.029, -0.676], [-1.800, 0.656, 0.344], [3.479, 0.541, -0.370], [-0.412, -2.438, -0.358], [-0.322, -0.129, -0.443], [0.077, -0.001, -0.223], [-0.737, 0.676, 0.590], [-0.459, 0.202, 0.199], [-0.797, 0.293, -0.126], [0.198, 0.194, 0.197], [-0.150, -0.030, -0.259], [0.029, -0.019, 0.211], [0.222, -0.072, -0.042], [0.289, 0.104, 0.491], [-0.185, -0.696, 0.528], [-1.248, 0.938, 0.222], [-0.507, 0.057, 0.510], [-0.019, 0.988, -0.466], [-0.364, 0.525, -0.243], [0.961, 0.305, 0.823], [-1.657, -2.988, 0.741], [0.802, 0.687, 0.218], [-0.421, -0.212, -0.050], [0.495, 0.765, -1.460], [-2.400, 1.347, -2.396], [1.874, -0.544, 3.422], [-0.685, -0.566, -1.976], [-0.795, 0.745, 0.419], [0.666, -0.382, 0.217], [0.038, -1.775, -0.756], [-0.005, 0.173, -0.630], [-0.773, 0.588, -0.283], [-0.578, 0.312, -0.990], [1.157, -0.149, -0.300], [-0.026, 0.852, 0.642], [-0.438, -0.139, -0.076], [0.982, 0.126, 0.751], [0.469, -0.018, 0.285], [-0.567, -0.139, 0.089], [0.047, -0.327, -0.205], [-0.398, 0.560, 1.312], [0.265, 0.067, -0.653], [0.106, 0.246, 0.133], [0.405, 0.069, 0.587], [-0.340, 0.729, 0.270], [-0.148, -1.369, -0.712], [1.164, 0.980, -0.117], [-1.950, -0.199, 1.428], [-0.247, -1.919, -1.618], [0.646, 3.567, 0.124], [-0.436, -1.935, -1.398], [1.624, -0.966, 1.227], [-1.117, 0.372, -0.363], [1.837, -1.765, 0.506], [-1.222, 1.613, 0.073], [0.142, 0.573, 0.216], [0.201, -0.273, 0.044], [-0.544, 0.496, 0.093], [0.227, 0.301, 0.214], [0.303, -0.164, -0.036], [-0.542, 0.309, 0.517], [0.341, 0.155, 0.073], [-0.245, 0.807, -0.310], [-0.730, -0.104, 0.333], [-0.219, 0.515, -0.300], [0.517, 0.009, -0.406], [0.788, -0.361, -0.060], [-0.618, -0.266, 0.606], [0.130, 0.004, -0.322], [0.158, -0.115, 0.135], [-0.063, -0.300, -0.045], [1.054, -0.740, -1.897], [0.798, -0.828, 0.847], [-1.798, 0.778, 1.742], [0.553, -1.538, -2.610], [2.157, -0.191, 3.394], [0.891, 1.805, -2.206], [-2.886, 1.018, 0.461], [1.140, -2.007, -1.265], [-0.668, 1.251, 0.010], [-0.154, -1.208, -0.295], [0.011, 0.044, -0.425], [0.028, 0.339, 0.184], [-0.771, 0.491, 0.347], [0.297, -0.439, -0.117], [-0.010, -0.374, -0.131], [-0.652, 0.635, 0.084], [-0.052, 0.339, -0.377], [0.299, -0.278, 0.790], [0.232, 0.321, 1.099], [-0.266, -0.070, -0.351], [-0.001, 0.275, -0.036], [-0.099, -0.014, -0.219], [0.460, 0.123, 0.349], [0.063, 0.145, 0.302], [-0.047, 0.319, 0.190], [-0.465, -0.239, 0.084], [-0.543, 0.622, 1.003], [0.315, -0.878, -0.976], [0.844, 0.195, 0.452], [0.927, -1.481, -0.007], [-1.122, 3.813, -0.908], [1.837, -0.545, -1.972], [-3.365, -0.890, 3.673], [1.780, 1.112, 0.677], [-2.160, -2.116, 0.752], [1.218, 0.698, -0.112], [-1.171, -0.880, -0.753], [-0.037, -0.303, -0.447], [0.380, -0.223, 0.273], [-0.309, 0.060, 0.047], [-0.074, 0.270, -0.651], [0.193, 0.091, 0.557], [-0.073, -0.673, -1.294], [0.220, 1.280, -0.259], [-0.012, 0.243, -0.344], [0.040, -0.489, 0.440], [-0.477, -0.790, -0.134], [0.384, 0.193, -0.022], [1.134, 0.142, 0.775], [-0.064, 0.113, 0.496], [0.375, 0.155, -0.657], [0.187, 0.077, -0.114], [0.315, -0.485, 0.267], [0.303, -1.734, -1.572], [-2.650, 2.095, 1.809], [3.154, 0.182, 1.921], [0.120, 0.100, -0.140], [1.880, -0.273, -1.274], [-2.438, -0.253, -0.674], [1.204, 0.440, 0.925], [-1.036, -2.344, -1.285], [-0.971, 0.432, -0.549], [0.923, -0.266, -0.021], [0.078, 0.846, 0.328], [0.000, 0.454, -0.008], [-0.401, 0.415, -0.766], [0.616, -0.237, 0.344], [-0.864, 0.507, 0.553], [-0.032, -0.057, -0.086], [-0.064, 0.089, 0.214], [-0.128, 0.021, -0.152], [0.166, 0.176, 0.149], [-0.141, -0.061, 0.100], [0.148, -0.346, 0.013], [-0.098, 0.500, -0.115], [-0.143, 0.068, -0.083], [0.178, -0.062, -0.082], [-0.291, 0.099, 0.037]]
}